(1)
A structure of composition C30H29AsF3MnN3O2S3 in a non-equilibrium geometry, computed with wB97M-V/def2-TZVPD.

Summary:
E_tot: -172959.7350 eV
Relative energy (zero: lowest compared OMol25 entry of this formula, charge and spin): 0.5453 eV
Charge: +1
Highest occupied orbital energy (spin up / spin down): -10.479 / -10.498 eV
Expectation value of S²: 6.072
Gap between HOMO and LUMO (spin up / spin down): 6.859 / 7.888 eV
Multiplicity: 5

XYZ file:
```
72
C30H29AsF3MnN3O2S3 (wB97M-V/def2-TZVPD)
H 13.526 5.581 15.706
C 10.025 10.360 9.922
H 6.676 14.561 11.657
H 14.950 8.521 14.844
C 7.207 13.595 9.809
H 13.419 5.665 13.957
H 15.963 12.269 16.021
H 7.077 9.971 11.008
C 12.976 10.115 6.948
C 13.508 13.881 7.450
H 12.176 16.920 6.706
N 8.742 10.077 9.749
H 10.295 13.299 8.528
C 14.126 8.620 15.552
H 10.757 9.119 16.080
C 12.453 16.005 7.226
C 12.435 10.322 9.335
C 15.867 11.486 14.053
C 11.028 8.085 16.032
C 9.006 10.748 11.834
C 15.259 11.928 15.260
H 8.457 9.510 8.968
H 13.760 10.123 6.201
C 12.212 14.742 9.237
H 13.994 9.651 15.870
H 14.315 7.963 16.451
H 14.071 13.143 6.918
S 11.396 11.750 14.220
C 13.294 12.628 16.746
S 12.099 8.466 12.866
H 10.231 7.516 15.489
C 9.780 14.193 10.430
C 13.108 11.787 14.306
C 13.354 10.279 8.255
H 13.783 15.173 5.702
F 14.218 12.741 17.690
H 16.941 11.435 14.004
H 14.419 10.342 8.567
N 13.714 11.352 13.166
H 15.317 10.795 12.013
H 6.174 13.392 9.563
H 11.441 16.741 8.876
As 12.525 7.801 14.785
C 15.031 11.201 13.020
C 7.466 14.245 10.988
H 9.635 10.015 7.455
O 12.126 13.354 11.468
C 8.219 13.227 8.932
H 9.064 14.961 12.289
C 10.701 10.070 7.649
Mn 12.002 11.245 12.063
H 11.386 7.684 16.994
H 8.933 10.922 12.870
C 13.911 12.110 15.429
C 11.640 9.992 6.679
H 13.214 12.767 9.180
C 13.310 15.050 6.703
S 11.481 14.615 10.879
O 12.867 10.546 10.540
C 9.528 13.574 9.243
F 12.661 13.801 16.588
C 12.964 13.694 8.699
C 11.105 10.175 8.992
C 11.937 15.869 8.493
C 12.915 5.894 14.832
H 8.044 12.750 7.973
H 11.382 9.940 5.635
C 8.046 10.276 10.944
F 12.352 11.720 17.188
C 8.799 14.494 11.359
N 10.207 10.814 11.173
H 11.995 5.297 14.746
```

Results of the Löwdin charge analysis, in e, for atoms 1 through 8: number 1, H, carries 0.06; number 2, C, carries -0.27; number 3, H, carries 0.11; number 4, H, carries 0.04; number 5, C, carries -0.08; number 6, H, carries 0.00; number 7, H, carries 0.13; number 8, H, carries 0.09

=====

(2)
A structure of composition C26H40BrMnNOP2 in a non-equilibrium geometry, computed with wB97M-V/def2-TZVPD.

Summary:
E_tot: -151069.6243 eV
Charge: +2
Highest occupied orbital energy (spin up / spin down): -12.618 / -12.710 eV
Expectation value of S²: 9.127
Gap between HOMO and LUMO (spin up / spin down): 6.177 / 4.367 eV
Multiplicity: 6

XYZ file:
```
72
C26H40BrMnNOP2 (wB97M-V/def2-TZVPD)
C 2.303 -1.452 -5.654
H -0.112 -2.457 -8.466
N 1.769 -1.769 -7.980
C 0.981 -0.973 -2.865
H -4.280 5.467 1.932
H -2.698 1.878 5.515
H 2.882 -0.916 2.695
C -3.155 3.603 2.085
C 0.605 -2.540 2.565
H -0.344 -3.012 2.281
C -2.276 1.135 3.492
C -3.437 5.067 2.515
H -4.114 1.200 4.705
H 2.031 -0.647 -2.857
H 1.271 -3.709 4.263
O -2.406 -2.044 0.582
H -0.439 3.198 -1.283
H 1.800 -4.978 0.686
H 1.585 0.257 2.454
C -0.032 0.026 -2.375
C 3.204 0.430 1.021
C 2.259 -2.894 0.204
C 0.577 -1.907 -3.851
C -2.423 0.559 -2.045
C 1.010 -1.913 -5.245
C -0.227 3.107 2.368
C 2.618 -1.414 -7.022
H -1.688 -1.336 -2.817
C -1.421 -1.732 0.025
H -2.840 3.533 1.026
H -0.372 3.632 1.414
H -0.268 -2.575 -3.630
Mn 0.158 -1.579 -1.006
H -2.878 0.739 2.662
H 3.620 -1.099 -7.344
H 1.554 4.266 2.864
C 0.548 -2.181 -7.639
H 3.062 -1.177 -4.932
C 1.555 -3.550 3.216
H 2.600 -3.216 3.219
H -3.709 5.133 3.583
H -3.454 0.210 -2.055
H 1.759 -4.600 -1.043
Br -3.396 3.178 -1.529
H 2.570 -2.456 -0.764
H 3.741 1.169 1.635
C 0.628 3.941 3.337
H 0.343 -1.763 3.300
C 1.516 -4.214 -0.043
H 0.109 4.842 3.678
C -2.113 1.912 -1.774
H 1.510 -4.528 2.725
P -1.846 2.824 3.105
C -3.033 1.084 4.837
C 2.291 -0.402 1.916
H 1.370 1.578 -1.866
H -1.338 0.577 3.561
C 0.140 -2.295 -6.308
H 2.637 0.982 0.257
C -0.713 2.211 -1.613
H -2.568 5.728 2.349
H 3.169 -3.033 0.799
H -0.869 -2.686 -6.118
H 0.892 3.366 4.228
H 0.417 -4.117 -0.009
C 0.308 1.323 -1.929
H 3.954 -0.193 0.516
C -1.406 -0.383 -2.343
H -2.863 0.131 5.345
P 1.226 -1.656 1.085
H -4.068 2.985 2.196
H 0.213 2.120 2.167
```

Results of the Löwdin charge analysis, in e, for atoms 1 through 8: number 1, C, carries 0.00; number 2, H, carries 0.12; number 3, N, carries 0.08; number 4, C, carries -0.16; number 5, H, carries 0.09; number 6, H, carries 0.07; number 7, H, carries 0.09; number 8, C, carries -0.37

=====

(3)
The molecule C6H8OS in a non-equilibrium geometry, computed with wB97M-V/def2-TZVPD.

Summary:
E_tot: -19230.9100 eV
Relative energy (zero: lowest compared OMol25 entry of this formula, charge and spin): 3.3538 eV
Highest occupied orbital energy: -8.608 eV
Gap between HOMO and LUMO: 8.608 eV
Structure (SMILES): OC(=S)C1CC=CC1

XYZ file:
```
16
C6H8OS (wB97M-V/def2-TZVPD)
H 0.505 0.320 1.641
H -1.390 -0.203 2.111
H -1.547 -0.664 -0.243
C 0.774 -2.225 0.923
O -1.499 1.196 -1.512
S 0.877 1.878 -0.806
C 0.529 -1.490 -0.266
C -0.460 -0.380 0.010
H 1.533 -1.103 -0.535
C 0.016 -1.695 1.915
H 1.195 -3.184 1.055
C -0.454 -0.353 1.584
H -0.003 -1.828 2.903
H 0.242 -2.226 -0.879
C -0.416 0.878 -0.831
H -2.519 0.873 -1.074
```

Results of the Löwdin charge analysis, in e, for atoms 1 through 8: number 1, H, carries 0.15; number 2, H, carries 0.12; number 3, H, carries 0.14; number 4, C, carries -0.08; number 5, O, carries -0.07; number 6, S, carries 0.73; number 7, C, carries -0.19; number 8, C, carries -0.32